Here is C46H44CdN3O3Si2 as an isolated structure from the OMol25 dataset. Energies are from wB97M-V/def2-TZVPD.

Results
2S+1 = 1
E_tot = -79355.55573 eV
Charge = -1

Last column: natural (NBO) charge in e.
Atoms and positions in Å:
1 Cd 0.3563 0.4817 0.6890  1.51
2 C 1.9075 -2.6323 -2.8326  -0.61
3 C 3.1364 -2.6443 -1.9174  -0.51
4 C 2.9357 -3.7302 -0.8585  -0.61
5 C 4.3594 -2.9639 -2.7705  -0.60
6 Si 3.1688 -0.9464 -1.0477  2.01
7 O 1.7509 -0.6467 -0.4156  -1.43
8 C 3.6244 0.3952 -2.3111  -0.41
9 C 4.8874 0.5138 -2.8914  -0.23
10 C 5.1865 1.5386 -3.7768  -0.22
11 C 4.2193 2.4806 -4.0966  -0.24
12 C 2.9594 2.3877 -3.5251  -0.22
13 C 2.6706 1.3547 -2.6446  -0.21
14 C 4.5090 -0.8447 0.2947  -0.48
15 C 5.6002 -1.6912 0.4696  -0.21
16 C 6.5102 -1.5044 1.5022  -0.24
17 C 6.3433 -0.4561 2.3900  -0.24
18 C 5.2652 0.4037 2.2366  -0.15
19 C 4.3652 0.2110 1.2017  -0.21
20 H 1.7825 -3.6120 -3.3091  0.18
21 H 2.0115 -1.8870 -3.6239  0.21
22 H 1.0036 -2.4003 -2.2709  0.23
23 H 2.7727 -4.7033 -1.3372  0.19
24 H 2.0654 -3.5103 -0.2400  0.22
25 H 3.7991 -3.8237 -0.1988  0.20
26 H 4.2437 -3.9522 -3.2325  0.19
27 H 5.2852 -2.9804 -2.1953  0.20
28 H 4.4806 -2.2370 -3.5754  0.21
29 H 5.6648 -0.1975 -2.6323  0.20
30 H 6.1776 1.6101 -4.2103  0.20
31 H 4.4512 3.2881 -4.7818  0.20
32 H 2.2010 3.1257 -3.7584  0.20
33 H 1.6876 1.2914 -2.1921  0.22
34 H 5.7491 -2.5291 -0.1999  0.19
35 H 7.3460 -2.1857 1.6169  0.20
36 H 7.0448 -0.3130 3.2035  0.20
37 H 5.1166 1.2186 2.9338  0.20
38 H 3.5243 0.8861 1.1009  0.24
39 N -1.7570 -0.4805 -0.4432  -0.37
40 C -2.8819 -0.2623 -0.4339  0.34
41 C -4.2772 0.0424 -0.4092  -0.12
42 C -4.7386 1.2192 -0.9904  -0.17
43 C -6.0965 1.4890 -0.9619  -0.22
44 C -6.9775 0.6022 -0.3568  -0.20
45 C -6.5070 -0.5652 0.2285  -0.22
46 C -5.1529 -0.8523 0.2060  -0.19
47 H -4.0239 1.9089 -1.4230  0.28
48 H -6.4674 2.4011 -1.4073  0.21
49 H -8.0365 0.8247 -0.3365  0.21
50 H -7.1933 -1.2517 0.7054  0.21
51 H -4.7647 -1.7523 0.6615  0.23
52 C -0.5591 4.0303 5.4752  -0.23
53 C -1.4847 3.0167 5.6576  -0.25
54 C -1.3305 1.8058 4.9959  -0.15
55 C -0.2587 1.5777 4.1343  -0.45
56 C 0.6615 2.6163 3.9626  -0.21
57 C 0.5198 3.8237 4.6254  -0.21
58 Si -0.0129 -0.0272 3.1372  0.70
59 C 1.5612 -0.8341 3.8247  -0.37
60 C 2.1347 -0.5008 5.0509  -0.24
61 C 3.2957 -1.1183 5.4941  -0.22
62 C 3.9074 -2.0889 4.7153  -0.22
63 C 3.3573 -2.4328 3.4900  -0.21
64 C 2.2034 -1.8053 3.0515  -0.22
65 C -1.4572 -1.1479 3.6657  -0.44
66 C -1.3089 -2.2011 4.5673  -0.15
67 C -2.3933 -2.9718 4.9649  -0.24
68 C -3.6598 -2.6984 4.4730  -0.22
69 C -3.8318 -1.6537 3.5744  -0.24
70 C -2.7409 -0.8997 3.1743  -0.20
71 H -0.6776 4.9766 5.9876  0.20
72 H -2.3298 3.1661 6.3189  0.20
73 H -2.0615 1.0228 5.1583  0.20
74 H 1.4926 2.4849 3.2794  0.23
75 H 1.2475 4.6104 4.4695  0.20
76 H 1.6721 0.2630 5.6662  0.21
77 H 3.7280 -0.8347 6.4459  0.20
78 H 4.8227 -2.5605 5.0511  0.20
79 H 3.8500 -3.1590 2.8576  0.21
80 H 1.8164 -2.0406 2.0661  0.23
81 H -0.3258 -2.4262 4.9639  0.21
82 H -2.2479 -3.7861 5.6641  0.20
83 H -4.5081 -3.2949 4.7856  0.20
84 H -4.8187 -1.4278 3.1890  0.20
85 H -2.8869 -0.0889 2.4671  0.21
86 C -2.2010 5.2853 -1.5877  -0.39
87 N -1.0929 4.6024 -0.9574  -0.43
88 C 0.0632 5.2551 -0.6535  0.07
89 C 1.0993 4.6270 -0.0786  -0.38
90 C 0.9606 3.2102 0.2128  0.62
91 O 1.8614 2.5476 0.7504  -0.71
92 N -0.2059 2.5868 -0.1174  -0.76
93 C -1.2391 3.2231 -0.6985  0.78
94 O -2.3039 2.6915 -1.0082  -0.72
95 H -1.9961 6.3550 -1.5923  0.19
96 H -3.1207 5.0898 -1.0369  0.22
97 H -2.3403 4.9369 -2.6123  0.20
98 H 0.0827 6.3091 -0.9021  0.20
99 H 2.0160 5.1368 0.1682  0.23

---

Here is one molecule with the formula C19H22O3 from the OMol25 dataset. Energies are from wB97M-V/def2-TZVPD.

Results
SMILES string = CC(C)=CCC/C(C)=C\COc1ccc2ccc(=O)oc2c1
ΔE to the lowest compared entry with this formula, charge and spin = 0.1616 eV
2S+1 = 1
E_tot = -26201.65857 eV
Charge = 0

Last column: natural (NBO) charge in e.
Atoms and positions in Å:
1 C 1.0768 3.9781 -3.4762  -0.63
2 C 0.0606 3.2290 -2.6679  0.04
3 C -0.5121 2.0046 -3.3275  -0.67
4 C -0.3060 3.6352 -1.4578  -0.21
5 C -1.2887 2.9326 -0.5732  -0.42
6 C -0.5637 1.9174 0.3338  -0.45
7 C -1.5483 1.1360 1.1550  0.08
8 C -1.8730 1.7245 2.4933  -0.64
9 C -2.1326 0.0171 0.7371  -0.28
10 C -1.8958 -0.6706 -0.5817  -0.11
11 O -0.5279 -0.8658 -0.9262  -0.51
12 C 0.2320 -1.6887 -0.1780  0.43
13 C 1.5669 -1.8278 -0.6014  -0.30
14 C 2.4302 -2.6472 0.0742  -0.13
15 C 2.0046 -3.3640 1.2008  -0.23
16 C 2.8418 -4.2400 1.9576  -0.09
17 C 2.3467 -4.8892 3.0295  -0.34
18 C 0.9657 -4.7226 3.4482  0.73
19 O 0.4522 -5.2669 4.3936  -0.56
20 O 0.1911 -3.8739 2.6975  -0.47
21 C 0.6728 -3.2179 1.6199  0.43
22 C -0.2084 -2.3854 0.9368  -0.39
23 H 0.6407 4.3028 -4.4210  0.21
24 H 1.9236 3.3317 -3.7069  0.21
25 H 1.4412 4.8521 -2.9422  0.21
26 H -1.5894 2.1065 -3.4582  0.22
27 H -0.0647 1.8534 -4.3063  0.22
28 H -0.3308 1.1157 -2.7252  0.23
29 H 0.1550 4.5176 -1.0341  0.19
30 H -1.8123 3.6614 0.0490  0.21
31 H -2.0320 2.4047 -1.1717  0.20
32 H 0.0250 1.2543 -0.2971  0.23
33 H 0.1209 2.4571 0.9908  0.21
34 H -2.1717 2.7657 2.3811  0.21
35 H -0.9912 1.7009 3.1334  0.22
36 H -2.6740 1.1800 2.9861  0.22
37 H -2.8610 -0.4653 1.3749  0.20
38 H -2.4137 -1.6371 -0.5962  0.19
39 H -2.2821 -0.0629 -1.4071  0.21
40 H 1.8842 -1.2731 -1.4699  0.23
41 H 3.4534 -2.7513 -0.2539  0.22
42 H 3.8702 -4.3667 1.6495  0.22
43 H 2.9391 -5.5603 3.6298  0.24
44 H -1.2153 -2.3022 1.3079  0.24

---

Here is one molecule with the formula C12H18N2O4 from the OMol25 dataset. Energies are from wB97M-V/def2-TZVPD.

Results
SMILES string = CC[C@]1(C)C(=O)N(C[C@H]2CO2)C(=O)N1C[C@H]1CO1
ΔE to the lowest compared entry with this formula, charge and spin = 0.0000 eV
2S+1 = 1
E_tot = -23901.31303 eV
Charge = 0

Last column: natural (NBO) charge in e.
Atoms and positions in Å:
1 C 0.8684 3.5194 0.2260  -0.61
2 C -0.1868 2.3771 0.0787  -0.41
3 C -0.0159 1.0543 -0.7045  0.05
4 C -0.0308 1.3901 -2.1873  -0.62
5 C -1.2313 0.1517 -0.3131  0.70
6 O -2.3880 0.5716 -0.5257  -0.61
7 N -0.8583 -0.9267 0.3725  -0.46
8 C -1.8331 -2.0031 0.7148  -0.24
9 C -3.2070 -1.6921 1.4183  0.05
10 C -4.2743 -2.8228 1.7765  -0.07
11 O -3.2965 -2.2991 2.6472  -0.49
12 C 0.4882 -0.9099 0.4501  0.79
13 O 1.1753 -1.6530 1.0819  -0.62
14 N 1.1015 0.1103 -0.2776  -0.45
15 C 2.5273 0.6008 -0.1019  -0.24
16 C 3.5081 -0.5685 -0.0927  0.04
17 C 3.1268 -1.6592 -1.1965  -0.09
18 O 4.2584 -0.8432 -1.2626  -0.48
19 H 1.8328 3.2014 0.5258  0.21
20 H 0.8409 4.1439 -0.6616  0.21
21 H 0.4983 4.0570 1.1985  0.22
22 H -0.5468 2.0568 1.1183  0.20
23 H -1.0602 2.8458 -0.3573  0.23
24 H -0.4257 0.4733 -2.7009  0.22
25 H 0.9808 1.6538 -2.6232  0.22
26 H -0.7234 2.1841 -2.4600  0.23
27 H -1.9882 -2.4484 -0.3220  0.20
28 H -1.3019 -2.7696 1.1377  0.24
29 H -3.1694 -0.6363 1.5956  0.21
30 H -4.1986 -3.8006 1.5041  0.18
31 H -5.2779 -2.4768 1.8749  0.18
32 H 2.6764 0.9918 0.8978  0.20
33 H 2.8295 1.2434 -0.8761  0.23
34 H 3.5620 -0.8971 0.9732  0.22
35 H 3.3089 -2.7649 -0.9375  0.18
36 H 2.4305 -1.4550 -1.9918  0.18

---

Here is a 2-piece molecular cluster, C4H13NO overall from the OMol25 dataset. Energies are from wB97M-V/def2-TZVPD.

Results
SMILES string = CCC.NCO
ΔE to the lowest compared entry with this formula, charge and spin = 2.2801 eV
2S+1 = 1
E_tot = -7894.38076 eV
Charge = 0

Last column: natural (NBO) charge in e.
Atoms and positions in Å:
1 C -2.6427 -3.2953 1.1582  -0.63
2 C -3.2524 -2.8115 -0.2279  -0.41
3 C -4.8425 -2.6262 -0.1496  -0.61
4 H -2.0540 -2.4539 1.6678  0.20
5 H -1.8072 -3.9634 1.0746  0.21
6 H -3.3849 -3.6938 1.9730  0.21
7 H -2.9854 -3.4562 -1.1236  0.21
8 H -2.8479 -1.8167 -0.2835  0.21
9 H -5.2090 -2.2468 -1.0729  0.21
10 H -5.2587 -3.4810 0.2578  0.20
11 H -5.3423 -1.7020 0.4401  0.20
12 N 4.6119 3.1054 -0.9972  -0.86
13 C 5.0966 4.2289 -0.0543  0.11
14 O 5.1054 5.4836 -0.4989  -0.69
15 H 4.5659 2.2786 -0.4363  0.35
16 H 5.3909 3.0050 -1.6314  0.34
17 H 4.3438 4.0216 0.7615  0.12
18 H 6.0998 3.8676 0.2454  0.14
19 H 4.4126 5.5561 -1.1029  0.48